Entry from the Open Molecules 2025 dataset: C10H24N5O4S3SbSn as an isolated structure (ωB97M-V/def2-TZVPD).

Calculated values
Energy: -71278.7454 eV
Max |F|: 1.513 eV/Å
Highest occupied orbital energy (alpha / beta): -4.036 / -3.999 eV
E_LUMO (alpha / beta): 2.856 / 1.043 eV
⟨S²⟩: 0.764

Geometry as ORCA input:
```
! wB97M-V def2-TZVPD RIJCOSX def2/J DEFGRID3
* xyz -1 2
Sn 0.06405 0.26256 0.09123
S 3.89153 -0.70109 -2.77313
Sb 3.20251 -1.50818 -0.70921
S 1.28904 -2.74495 -1.16018
S 2.48498 0.42808 0.65624
C -2.16701 -3.06755 0.07045
O -1.91158 -1.90679 0.81568
C -3.05250 -1.19791 1.21366
C -3.60770 -0.29546 0.11034
O -2.80417 0.85018 0.06634
C -3.06721 1.70381 -1.00966
H -2.63195 -3.84550 0.69450
H -1.20215 -3.41987 -0.29148
H -2.82135 -2.86854 -0.78623
H -2.71956 -0.54507 2.02196
H -3.82879 -1.88949 1.57558
H -4.64901 -0.01518 0.34131
H -3.59426 -0.80806 -0.86360
H -4.08308 2.11606 -0.93980
H -2.94137 1.19024 -1.96629
H -2.33303 2.49823 -0.93589
C 3.12790 3.20585 -1.97783
N 2.27605 2.68773 -3.02855
C 2.91523 2.67210 -4.32492
C 1.33179 1.74513 -2.68864
N 0.56066 1.86605 -1.67237
N 1.20294 0.68951 -3.55794
C 0.40223 -0.42070 -3.34932
N 0.83663 -1.52586 -4.04453
N -0.68625 -0.34153 -2.69153
H 4.06553 2.63882 -1.95590
H 2.65368 3.09516 -1.00553
H 3.34531 4.26155 -2.15736
H 3.71994 1.92962 -4.40045
H 3.34768 3.66241 -4.48604
H 2.17032 2.49020 -5.09797
H 0.69337 2.72683 -1.15363
H 2.05983 0.45605 -4.05442
H 1.84847 -1.59507 -4.12859
H 0.45147 -2.39282 -3.69315
H -1.16441 -1.23796 -2.65320
C -1.74741 3.18335 2.71527
C -1.00294 2.08471 1.97490
O -0.38129 2.43461 0.94412
O -1.04894 0.92647 2.39515
H -1.11125 4.06069 2.79839
H -2.06490 2.83954 3.69707
H -2.62154 3.44074 2.12134
*
```

Results of the Mulliken charge analysis, in e, for atoms 1 through 4: atom 1 (Sn): 0.90, atom 2 (S): -0.69, atom 3 (Sb): 0.46, atom 4 (S): -0.54